1.
# C31H34NO4PSe2V

A structure of composition C31H34NO4PSe2V (ωB97M-V with the def2-TZVPD basis set, the Open Molecules 2025 dataset).

Properties
Net charge   +1
HOMO-LUMO gap (spin up / spin down)   6.689 / 7.579 eV
Energy relative to the best compared isomer or geometry (same formula, charge and spin)   54.93 kJ/mol
Multiplicity   3
⟨S²⟩   2.020
LUMO level (spin up / spin down)   -0.1210 / -0.0883 Eh
E_HOMO (spin up / spin down)   -9.981 / -9.981 eV

Cartesian coordinates (Å):
V (-0.16977, -0.06431, -0.22346)
Se (0.77265, -1.19082, 1.78215)
P (-0.98550, -2.44219, 1.57738)
Se (-2.16939, -1.45400, 0.03423)
C (-1.93550, -2.56615, 3.09597)
C (-3.22673, -3.09285, 3.03325)
C (-3.98088, -3.20564, 4.18770)
C (-3.45408, -2.78781, 5.40473)
C (-2.17486, -2.25811, 5.46687)
C (-1.41152, -2.14195, 4.31175)
C (-0.55464, -4.10777, 1.06728)
C (0.70675, -4.64101, 1.31103)
C (0.97149, -5.95864, 0.95991)
C (-0.01333, -6.73658, 0.36862)
C (-1.27067, -6.20130, 0.11909)
C (-1.54184, -4.88889, 0.46514)
H (-3.65101, -3.40404, 2.08634)
H (-4.98158, -3.61382, 4.13941)
H (-4.04814, -2.87213, 6.30546)
H (-1.76866, -1.92993, 6.41436)
H (-0.41456, -1.72394, 4.36131)
H (1.47932, -4.03643, 1.76873)
H (1.95201, -6.37572, 1.14726)
H (0.19837, -7.76218, 0.09582)
H (-2.03660, -6.80355, -0.35108)
H (-2.51592, -4.46843, 0.24554)
C (-0.46422, 2.85989, 1.06345)
O (0.41631, 1.72514, 0.94735)
C (1.80451, 2.05344, 0.80712)
C (2.22227, 1.75681, -0.60088)
O (1.88313, 0.37890, -0.82668)
C (2.49016, -0.17020, -2.01260)
H (-0.21953, 3.39629, 1.97817)
H (-1.47612, 2.47363, 1.11614)
H (-0.37063, 3.50609, 0.19261)
H (2.35867, 1.43309, 1.51130)
H (1.97333, 3.10152, 1.05305)
H (3.29727, 1.89863, -0.72255)
H (1.69085, 2.38100, -1.32406)
H (3.57205, -0.13643, -1.89658)
H (2.18077, 0.39559, -2.89025)
H (2.15117, -1.19560, -2.10358)
C (-7.71671, 0.68536, -1.24451)
C (-6.73246, -0.27867, -1.86028)
C (-7.12353, -1.59327, -2.08614)
C (-6.24053, -2.51426, -2.63183)
C (-4.96810, -2.10994, -2.98745)
C (-4.56804, -0.79298, -2.77680)
N (-3.23537, -0.45270, -3.11823)
C (-2.82012, 0.66062, -3.85515)
C (-3.58259, 1.20710, -4.88283)
C (-3.09323, 2.27610, -5.61460)
C (-1.83326, 2.80772, -5.35660)
C (-1.07732, 2.28385, -4.32189)
C (-1.57706, 1.22688, -3.57057)
C (-0.93188, 0.75676, -2.32983)
O (-0.35175, -0.37079, -2.23837)
O (-1.01185, 1.42223, -1.23534)
C (-5.43007, 0.13249, -2.18753)
C (-4.95560, 1.52575, -1.86588)
H (-8.66911, 0.18977, -1.06502)
H (-7.90399, 1.54549, -1.89072)
H (-7.35930, 1.07326, -0.28859)
H (-8.12937, -1.89794, -1.82403)
H (-6.55367, -3.53595, -2.80642)
H (-4.27530, -2.80301, -3.45202)
H (-2.54730, -1.17519, -2.97978)
H (-4.54968, 0.77426, -5.10784)
H (-3.69400, 2.68963, -6.41449)
H (-1.45210, 3.62786, -5.94947)
H (-0.10510, 2.70352, -4.09176)
H (-5.02525, 2.19743, -2.72535)
H (-3.90936, 1.52199, -1.54978)
H (-5.54629, 1.96391, -1.06457)



2.
# C31H34O13

A cluster of 3 separate species, C31H34O13 in total (ωB97M-V with the def2-TZVPD basis set, the Open Molecules 2025 dataset).

Properties
HOMO-LUMO gap   8.123 eV
LUMO level   -0.0542 Eh
E_HOMO   -9.598 eV
SMILES   C=CC(=O)OCCCCCCC1=CC(=O)C(OCCCC)=CC1=O.O=C1C=C(O)C(=O)C=C1O.O=C1C=C(O)C(=O)C=C1O

Cartesian coordinates (Å):
C (3.14605, -4.31682, 3.07403)
C (4.16127, -4.29821, 2.25851)
C (4.23963, -3.34943, 1.10027)
O (4.79115, -2.30541, 1.21185)
O (3.62159, -3.77786, 0.00764)
C (3.92402, -3.00855, -1.17067)
C (2.98524, -3.43865, -2.30314)
C (1.92870, -2.39269, -2.67471)
C (1.08210, -1.91827, -1.47806)
C (-0.16025, -1.19791, -2.03700)
C (-1.05857, -0.58711, -0.95689)
C (-1.86752, -1.57839, -0.16415)
C (-1.78392, -2.87893, -0.32717)
C (-2.59684, -3.75254, 0.55837)
O (-2.23263, -4.86278, 0.77166)
C (-3.84094, -3.20527, 1.21138)
O (-4.75022, -4.10151, 1.62530)
C (-5.53189, -4.60655, 0.50496)
C (-5.53383, -6.12767, 0.40765)
C (-4.39387, -6.76620, -0.42456)
C (-4.02594, -6.03543, -1.73777)
C (-3.92759, -1.90991, 1.37480)
C (-2.82470, -1.05269, 0.87784)
O (-2.67362, 0.06525, 1.25159)
H (2.97516, -5.20409, 3.66613)
H (2.50671, -3.44990, 3.16839)
H (4.99334, -4.96421, 2.45407)
H (3.88184, -1.93167, -1.01637)
H (4.94894, -3.25488, -1.45660)
H (3.61182, -3.58773, -3.18788)
H (2.56421, -4.42082, -2.08379)
H (1.24322, -2.84458, -3.39768)
H (2.44172, -1.55689, -3.15521)
H (1.67678, -1.21364, -0.89093)
H (0.83172, -2.76147, -0.83542)
H (-0.72071, -1.89904, -2.66092)
H (0.22026, -0.37142, -2.63898)
H (-1.69381, 0.21642, -1.32957)
H (-0.39086, -0.10413, -0.23404)
H (-1.16421, -3.38933, -1.04578)
H (-6.56297, -4.29510, 0.69915)
H (-5.23160, -4.08878, -0.40691)
H (-6.49487, -6.46782, 0.02111)
H (-5.41223, -6.48814, 1.43144)
H (-3.52435, -6.96081, 0.19614)
H (-4.75273, -7.75765, -0.71535)
H (-4.00051, -6.77512, -2.54098)
H (-3.00932, -5.65160, -1.67884)
H (-4.74284, -5.27635, -2.04585)
H (-4.78732, -1.46818, 1.85829)
C (-0.88044, 2.44381, 2.66764)
C (-0.94682, 3.10974, 3.82691)
C (-0.33596, 4.46823, 3.99163)
O (-0.44372, 5.03363, 5.06261)
C (0.36783, 5.04886, 2.85100)
C (0.43536, 4.38053, 1.69705)
C (-0.19759, 3.03436, 1.52352)
O (-0.11107, 2.49008, 0.43788)
O (1.07027, 4.86891, 0.62389)
O (-1.55785, 2.61033, 4.90119)
H (-1.31999, 1.46539, 2.53593)
H (0.82035, 6.02201, 2.98428)
H (0.97060, 4.19515, -0.07911)
H (-1.46508, 3.28650, 5.60004)
C (3.41410, 9.06188, -0.38951)
C (2.87051, 7.84348, -0.51969)
C (2.39579, 7.33327, -1.85067)
O (1.92861, 6.21127, -1.91692)
C (2.51560, 8.21345, -3.00639)
C (3.05511, 9.43045, -2.87185)
C (3.55398, 9.93036, -1.54912)
O (4.05126, 11.04050, -1.49777)
O (3.18367, 10.26988, -3.89810)
O (2.72080, 7.01897, 0.51100)
H (3.76181, 9.43999, 0.56138)
H (2.15553, 7.84260, -3.95566)
H (3.60260, 11.07403, -3.53292)
H (2.29994, 6.20277, 0.15640)



3.
# C31H35AlBrCl3CsF6MgN7O7S3

A structure of composition C31H35AlBrCl3CsF6MgN7O7S3 (ωB97M-V with the def2-TZVPD basis set, the Open Molecules 2025 dataset).

Properties
HOMO-LUMO gap   1.690 eV
LUMO level   -0.2148 Eh
E_HOMO   -7.535 eV

Cartesian coordinates (Å):
C (-4.46388, -0.12017, 3.06570)
C (-3.29183, 0.46721, 2.17161)
Br (-3.46689, 2.45995, 2.30371)
C (-3.32864, -0.04580, 0.68587)
C (-1.95890, 0.32574, -0.00078)
C (-1.69010, 1.67404, -0.46277)
C (-0.41804, 2.13887, -1.07590)
N (-0.02131, 3.38899, -1.51945)
S (1.55676, 3.22097, -2.03259)
N (1.91208, 1.61069, -1.77459)
C (0.66619, 1.11869, -1.22816)
C (0.39736, -0.32602, -0.76101)
C (1.62794, -1.36132, -0.91955)
C (2.73622, -0.79446, 0.07593)
S (3.06457, -2.01265, 1.42560)
C (4.06185, -1.01495, 2.57054)
N (3.72182, 0.24457, 2.89372)
N (4.64324, 0.76830, 3.76381)
C (5.53002, -0.22577, 3.90887)
O (5.22687, -1.37147, 3.22047)
C (-0.88099, -0.71287, -0.16468)
C (-1.02292, -2.21799, 0.28721)
O (-1.00416, -3.04386, -0.94658)
N (-1.84367, -2.44430, -1.80607)
O (-1.46326, -2.60950, -2.93849)
H (-4.42891, -1.23178, 3.15361)
H (-5.42114, 0.28886, 2.65689)
H (-4.32728, 0.34707, 4.07946)
H (-2.29541, 0.21328, 2.62911)
H (-4.20386, 0.32696, 0.09071)
H (-3.43931, -1.16677, 0.72376)
H (-2.50023, 2.42454, -0.30617)
H (2.02166, -1.23121, -1.96813)
H (1.33937, -2.41531, -0.70693)
H (2.33015, 0.11754, 0.59722)
H (3.66375, -0.43999, -0.45060)
H (6.43242, -0.09972, 4.55184)
H (-1.94612, -2.43487, 0.88127)
H (-0.11854, -2.45531, 0.91563)
Cs (-3.70754, -2.83079, -3.25077)
F (1.67047, -3.12221, 3.48257)
Mg (1.27961, 0.11347, -3.31544)
C (2.70967, -5.86998, 1.28902)
Cl (1.83569, -7.38737, 1.50304)
Cl (1.71969, -4.67386, 0.44197)
H (2.97396, -5.47066, 2.26639)
H (3.60740, -6.05827, 0.70655)
N (2.87200, 2.18946, -9.10442)
C (3.62478, 1.14577, -8.62166)
C (3.54111, 1.15222, -7.25061)
C (2.70397, 2.23272, -6.88470)
C (2.29778, 2.85517, -8.06211)
H (2.76074, 2.42613, -10.07767)
H (4.15793, 0.49329, -9.29482)
H (4.03278, 0.45701, -6.58587)
H (2.43086, 2.52751, -5.88138)
H (1.63809, 3.74076, -8.24636)
F (0.76014, -1.80901, -13.19280)
C (0.22382, -1.33314, -12.05831)
C (0.88351, -0.33565, -11.36157)
C (0.32053, 0.15582, -10.19198)
C (-0.87433, -0.35377, -9.72798)
C (-1.52781, -1.36109, -10.42730)
C (-0.97877, -1.85075, -11.60617)
H (1.82542, 0.04780, -11.73460)
H (0.81643, 0.93965, -9.63415)
H (-1.29471, 0.03818, -8.80856)
H (-2.46255, -1.76476, -10.05642)
H (-1.47514, -2.62848, -12.17295)
N (-2.98938, 1.12080, 6.41649)
C (-2.23478, 0.06792, 6.86405)
C (-2.28246, 0.06795, 8.23403)
C (-3.10085, 1.15798, 8.62931)
C (-3.52497, 1.78694, 7.48721)
H (-3.12987, 1.36632, 5.45224)
H (-1.73053, -0.58705, 6.17065)
H (-1.78600, -0.63733, 8.88140)
H (-3.35110, 1.44786, 9.63801)
H (-4.15774, 2.64833, 7.34331)
F (-3.50588, -3.33676, 5.81354)
Al (-3.04133, -3.92809, 4.24439)
F (-2.51246, -2.57375, 3.23421)
F (-4.41262, -4.69183, 3.47634)
F (-1.74855, -5.07633, 4.39772)
Cl (1.29548, 5.12807, -9.22702)
C (0.15633, 2.73961, 8.11084)
C (0.54290, 4.00923, 7.37935)
O (0.55379, 5.02380, 8.38662)
S (1.00707, 4.36765, 9.79304)
O (2.39712, 4.61182, 9.97526)
O (0.03569, 4.70180, 10.77576)
O (0.81684, 2.82047, 9.37858)
H (-0.92072, 2.69824, 8.28938)
H (0.46816, 1.84430, 7.57580)
H (-0.15796, 4.26148, 6.58564)
H (1.55139, 3.93524, 6.96288)



In the order shown, the computed max |F| values come out to 1.0 2.3 8.0 eV/Å.
In the order shown, the computed total energy values come out to -208046.1234 -59312.4066 -226477.8114 eV.